Formula: C21H27N3O5
Source: the Open Molecules 2025 dataset
Level of theory: the ωB97M-V functional and the def2-TZVPD basis

```
56
Properties=species:S:1:pos:R:3
C -1.654 5.291 -3.765
H -1.622 6.063 -2.998
O -1.756 4.061 -3.077
C -2.002 2.949 -3.898
C -0.798 2.546 -4.777
N 0.424 2.524 -4.024
C 1.357 3.497 -4.111
O 1.340 4.414 -4.904
C 2.410 3.210 -3.051
H 2.787 4.132 -2.614
H 3.243 2.684 -3.519
C 1.664 2.319 -2.058
H 2.318 1.640 -1.511
C 0.689 1.567 -2.973
H -0.228 1.281 -2.457
H 1.151 0.664 -3.392
C 0.897 3.193 -1.052
N 0.026 2.415 -0.203
C 0.498 1.606 0.765
O 1.675 1.476 1.038
C -0.578 0.872 1.483
N -1.829 0.903 1.089
O -2.539 0.130 1.939
C -1.713 -0.378 2.871
C -0.440 0.056 2.633
H 0.456 -0.161 3.171
C -2.290 -1.263 3.929
O -1.327 -2.075 4.541
C -0.719 -3.054 3.790
C 0.251 -3.800 4.455
C 0.938 -4.819 3.822
C 0.653 -5.110 2.482
C -0.313 -4.362 1.831
C -1.002 -3.340 2.464
H -1.744 -2.788 1.908
H -0.541 -4.577 0.796
C 1.379 -6.206 1.765
H 2.452 -6.013 1.753
H 1.221 -7.162 2.263
H 1.032 -6.290 0.738
C 1.975 -5.601 4.567
H 2.945 -5.510 4.080
H 2.066 -5.243 5.589
H 1.715 -6.658 4.590
H 0.453 -3.558 5.487
H -2.696 -0.646 4.739
H -3.114 -1.853 3.503
H -0.970 2.438 -0.361
H 1.623 3.713 -0.420
H 0.283 3.920 -1.586
H -0.994 1.563 -5.218
H -0.654 3.275 -5.578
H -2.251 2.138 -3.208
H -2.869 3.129 -4.552
H -0.746 5.348 -4.372
H -2.529 5.453 -4.405
```

Output
charge	0
Kohn-Sham gap	9.2	eV
E	-36922.4674	eV

***

Formula: C4H8BrNO
Source: the Open Molecules 2025 dataset
Level of theory: the ωB97M-V functional and the def2-TZVPD basis

```
15
Properties=species:S:1:pos:R:3
C -0.583 0.081 0.370
C -1.362 0.204 1.620
C -1.274 0.029 -0.916
C 1.835 -0.095 -0.245
N 0.684 -0.034 0.493
O 2.840 -0.663 0.238
Br 2.138 1.355 -1.537
H -2.164 -0.530 1.644
H -1.733 1.131 1.528
H -0.726 0.050 2.474
H -2.258 -0.332 -0.682
H -0.869 -0.552 -1.758
H -1.289 1.033 -1.290
H 1.006 -1.138 -1.742
H 3.756 -0.539 -0.198
```

Output
charge	0
Kohn-Sham gap (spin up / spin down)	7.6 / 7.6	eV
E	-77853.1986	eV

***

Formula: C42H65BN8O2PRuS2
Source: the Open Molecules 2025 dataset
Level of theory: the ωB97M-V functional and the def2-TZVPD basis

```
122
Properties=species:S:1:pos:R:3
Ru -0.330 0.318 -1.485
C 2.191 4.131 -4.365
C 1.396 2.875 -4.232
C 0.890 2.072 -5.231
C 0.227 1.018 -4.592
N 0.336 1.180 -3.265
N 1.056 2.327 -3.054
B 1.375 2.886 -1.636
N 0.022 3.162 -0.950
N -0.936 2.229 -1.102
C -2.088 2.737 -0.668
C -1.841 4.010 -0.138
C -0.492 4.247 -0.347
C 0.311 5.475 -0.084
C -3.406 2.084 -1.006
C -4.168 1.628 0.237
C -4.266 3.119 -1.750
C -3.135 0.935 -1.982
N 2.131 1.793 -0.886
N 1.597 0.560 -0.946
C 2.492 -0.308 -0.496
C 3.626 0.397 -0.076
C 3.363 1.726 -0.350
C 4.235 2.922 -0.175
C 2.268 -1.787 -0.623
C 1.196 -2.019 -1.694
C 1.917 -2.391 0.733
C 3.558 -2.441 -1.140
C -0.506 -0.114 -5.295
C 0.089 -1.476 -4.930
C -1.990 -0.125 -4.922
C -0.387 0.077 -6.810
H 2.332 4.353 -5.420
H 3.172 4.034 -3.900
H 1.684 4.977 -3.901
H 1.001 2.232 -6.288
H 2.020 3.886 -1.710
H -2.560 4.708 0.256
H -0.293 6.200 0.456
H 0.642 5.931 -1.018
H 1.201 5.257 0.508
H -4.315 2.464 0.923
H -3.639 0.843 0.769
H -5.152 1.247 -0.043
H -4.555 3.936 -1.089
H -5.178 2.646 -2.121
H -3.725 3.541 -2.598
H -2.458 0.171 -1.554
H -2.696 1.330 -2.895
H -4.053 0.407 -2.246
H 4.538 -0.004 0.334
H 5.199 2.613 0.225
H 3.800 3.643 0.519
H 4.400 3.433 -1.123
H 0.188 -1.601 -1.436
H 0.964 -3.080 -1.802
H 1.547 -1.635 -2.648
H 1.008 -1.941 1.136
H 2.734 -2.205 1.435
H 1.766 -3.467 0.654
H 3.877 -1.994 -2.082
H 3.393 -3.509 -1.296
H 4.366 -2.330 -0.417
H -0.081 -1.701 -3.878
H 1.161 -1.513 -5.133
H -0.397 -2.257 -5.517
H -2.114 -0.314 -3.855
H -2.498 -0.927 -5.460
H -2.474 0.820 -5.174
H 0.654 0.073 -7.134
H -0.849 1.011 -7.133
H -0.898 -0.742 -7.316
C 1.367 2.585 2.336
N 0.614 1.573 1.625
C -0.445 1.162 2.163
C -1.252 0.059 1.605
C -2.313 -0.533 2.403
C -2.912 -1.450 1.648
C -2.156 -1.543 0.372
N -1.163 -0.451 0.418
C 2.536 1.987 3.097
C 3.434 2.853 3.713
C 4.518 2.361 4.421
C 4.721 0.991 4.519
C 3.832 0.123 3.904
C 2.744 0.617 3.197
H 0.727 3.161 3.018
H 1.764 3.278 1.590
H -0.826 1.572 3.108
H -2.562 -0.234 3.410
H -3.798 -2.022 1.867
H -2.760 -1.502 -0.535
H 3.281 3.925 3.638
H 5.206 3.047 4.897
H 5.568 0.605 5.071
H 3.989 -0.947 3.969
H 2.072 -0.071 2.701
C -3.691 -6.206 2.755
C -3.473 -4.710 2.701
C -4.206 -3.973 3.801
O -2.056 -4.394 2.900
P -0.932 -4.502 1.791
S -0.648 -6.098 0.771
S -1.461 -3.258 0.131
O 0.356 -4.113 2.585
C 0.700 -3.411 3.815
C 0.515 -4.364 4.977
C -0.045 -2.112 3.983
H -4.759 -6.412 2.662
H -3.347 -6.601 3.712
H -3.165 -6.714 1.952
H -3.750 -4.324 1.715
H -3.894 -4.351 4.775
H -5.280 -4.132 3.700
H -4.007 -2.902 3.767
H 1.761 -3.206 3.665
H -0.545 -4.549 5.156
H 0.950 -3.929 5.878
H 1.011 -5.312 4.777
H -1.113 -2.293 4.111
H 0.118 -1.461 3.125
H 0.330 -1.602 4.872
```

Output
charge	+1
Kohn-Sham gap	7.0	eV
E	-94843.0998	eV

***

Formula: C2H12N4
Source: the Open Molecules 2025 dataset
Level of theory: the ωB97M-V functional and the def2-TZVPD basis

```
18
Properties=species:S:1:pos:R:3
N -0.697 0.603 -2.576
C -0.808 1.668 -1.550
N -1.537 1.251 -0.376
H -0.206 -0.167 -2.205
H -0.225 0.998 -3.377
H -1.335 2.491 -2.033
H 0.184 2.067 -1.311
H -1.097 0.429 0.034
H -2.371 0.827 -0.794
N 0.576 -1.824 2.636
C 0.994 -0.761 1.700
N 1.247 -1.307 0.380
H 0.295 -1.375 3.503
H -0.297 -2.213 2.284
H 1.881 -0.318 2.101
H 0.155 -0.066 1.617
H 2.200 -1.637 0.336
H 1.042 -0.668 -0.368
```

Output
charge	0
Kohn-Sham gap	10.5	eV
E	-8228.4447	eV

***

Formula: C2H6N2S3
Source: the Open Molecules 2025 dataset
Level of theory: the ωB97M-V functional and the def2-TZVPD basis

```
13
Properties=species:S:1:pos:R:3
C 0.169 -1.628 0.144
C -0.386 2.785 -0.192
N 0.886 -0.957 1.070
N 0.269 -1.319 -1.093
S -0.586 -3.114 0.617
S -0.233 -2.075 -2.402
S 0.640 2.044 1.162
H 0.064 3.741 -0.314
H -1.468 2.903 -0.287
H -0.099 2.068 -0.951
H 1.129 -0.014 0.835
H 0.632 -1.019 2.114
H -1.018 -3.414 -0.703
```

Output
charge	0
Kohn-Sham gap (spin up / spin down)	5.7 / 6.2	eV
E	-37653.8352	eV

***

Formula: C62H46CoF12N3O2SSbSi
Source: the Open Molecules 2025 dataset
Level of theory: the ωB97M-V functional and the def2-TZVPD basis

```
129
Properties=species:S:1:pos:R:3
Co -0.252 1.081 0.182
C 4.309 -3.064 3.541
C 3.549 -2.170 2.606
C 4.012 -1.878 1.326
C 3.355 -0.957 0.548
C 2.215 -0.258 1.008
N 1.694 0.730 0.234
C 2.514 1.590 -0.422
C 3.748 1.954 0.161
C 4.624 2.801 -0.464
C 4.313 3.353 -1.702
C 5.295 4.248 -2.401
C 3.082 3.051 -2.268
C 2.175 2.199 -1.655
C 0.872 1.811 -2.351
O -0.219 1.598 -1.584
C 0.410 2.863 -3.402
F 1.126 2.908 -4.551
F 0.416 4.116 -2.930
F -0.846 2.624 -3.799
C 1.205 0.521 -3.170
F 2.299 0.665 -3.960
F 0.218 0.151 -4.000
F 1.468 -0.528 -2.394
C 1.666 -0.675 2.242
C 2.351 -1.603 3.013
C 0.386 -0.056 2.804
O -0.396 0.683 2.000
C -0.546 -1.176 3.393
F -0.196 -1.703 4.590
F -1.784 -0.709 3.584
F -0.650 -2.235 2.573
C 0.806 0.863 3.998
F -0.217 1.594 4.457
F 1.301 0.232 5.088
F 1.773 1.715 3.638
H 5.340 -3.175 3.214
H 3.848 -4.049 3.589
H 4.301 -2.644 4.545
H 4.906 -2.364 0.952
H 3.711 -0.715 -0.443
H 3.997 1.538 1.125
H 5.569 3.044 0.006
H 6.310 3.994 -2.096
H 5.117 5.296 -2.153
H 5.210 4.129 -3.479
H 2.863 3.479 -3.233
H 1.978 -1.882 3.987
C -4.436 3.916 1.326
C -4.863 3.456 0.091
C -4.517 2.182 -0.327
C -3.748 1.347 0.474
C -3.346 1.816 1.722
C -3.683 3.089 2.143
Si -3.296 -0.421 -0.048
C -4.102 -0.743 -1.742
C -3.619 -0.083 -2.870
C -4.184 -0.295 -4.114
C -5.234 -1.188 -4.258
C -5.699 -1.881 -3.153
C -5.136 -1.654 -1.910
C -4.136 -1.477 1.304
C -5.214 -0.982 2.029
C -5.780 -1.707 3.062
C -5.289 -2.962 3.384
C -4.223 -3.476 2.664
C -3.644 -2.729 1.654
H -4.688 4.918 1.648
H -5.461 4.089 -0.551
H -4.855 1.826 -1.291
H -2.759 1.183 2.365
H -3.351 3.439 3.110
H -2.788 0.599 -2.764
H -3.807 0.236 -4.976
H -5.685 -1.347 -5.231
H -6.504 -2.599 -3.263
H -5.497 -2.190 -1.043
H -5.609 -0.004 1.788
H -6.599 -1.285 3.632
H -5.724 -3.529 4.200
H -3.833 -4.458 2.899
H -2.787 -3.108 1.123
N 0.261 8.482 0.639
C 0.153 7.323 0.619
C 0.030 5.947 0.608
C 0.987 5.098 1.229
C 0.806 3.748 1.219
N -0.262 3.124 0.664
C -1.160 3.926 0.038
C -1.061 5.284 -0.024
H 1.839 5.536 1.730
H 1.526 3.107 1.702
H -1.997 3.420 -0.420
H -1.816 5.868 -0.531
S -1.280 -0.954 -0.359
Sb 0.559 -3.650 0.223
C 1.149 -5.010 1.839
C 0.236 -5.270 2.854
C 0.588 -6.020 3.961
C 1.872 -6.523 4.072
C 2.803 -6.242 3.090
C 2.444 -5.476 1.990
C -1.256 -4.811 -0.171
C -1.435 -6.097 0.318
C -2.591 -6.805 0.038
C -3.570 -6.246 -0.767
C -3.385 -4.975 -1.286
C -2.236 -4.263 -0.986
C 1.339 -4.756 -1.514
C 0.812 -4.313 -2.721
C 1.241 -4.838 -3.925
C 2.224 -5.815 -3.938
C 2.754 -6.269 -2.743
C 2.307 -5.747 -1.539
H -0.764 -4.870 2.766
H -0.136 -6.206 4.745
H 2.153 -7.113 4.936
H 3.819 -6.605 3.187
H 3.189 -5.217 1.251
H -0.672 -6.551 0.934
H -2.734 -7.796 0.452
H -4.474 -6.797 -0.986
H -4.145 -4.525 -1.911
H -2.114 -3.253 -1.355
H 0.058 -3.538 -2.707
H 0.822 -4.476 -4.854
H 2.572 -6.220 -4.879
H 3.526 -7.030 -2.750
H 2.718 -6.126 -0.616
```

Output
charge	-2
Kohn-Sham gap (spin up / spin down)	5.2 / 5.2	eV
multiplicity	2
E	-169099.5983	eV